(1)
27
Properties=species:S:1:pos:R:3:forces:R:3:lowdin_charge:R:1 method="wB97M-V/def2-TZVPD" de_lowest_kcal_mol=95.52 smiles="C/C=C(/C)O.C=CC.NO" spin_multiplicity=1
C -1.035799 3.080761 -0.776771 0.02 -0.10 -0.07 -0.10
C -0.201486 2.298764 -1.740904 -0.12 -0.06 0.13 -0.13
C -0.248564 0.976630 -1.885595 0.18 0.18 -0.19 -0.41
C 0.610969 0.215173 -2.851205 -0.16 0.03 0.11 -0.04
O -1.118899 0.221669 -1.139114 0.14 -0.14 -0.10 0.00
H -0.404940 3.603082 -0.054954 -0.03 0.04 0.05 0.07
H -1.625176 3.833094 -1.302727 -0.06 0.05 0.05 0.07
H -1.711116 2.420677 -0.239051 -0.08 0.04 0.08 0.06
H 0.477884 2.859693 -2.365559 0.14 -0.09 -0.09 0.10
H 1.263834 0.886857 -3.400263 0.01 0.06 -0.01 0.08
H 1.225699 -0.518177 -2.328339 0.03 -0.07 0.01 0.07
H -0.012975 -0.325562 -3.564538 0.00 -0.07 -0.05 0.09
H -0.985322 -0.718598 -1.353892 0.00 0.12 0.10 0.06
C 1.049875 -1.944981 2.935562 -0.62 0.99 1.49 -0.05
C -0.021915 -1.152439 2.792602 0.64 -0.46 -0.14 -0.25
C 0.006423 0.264936 2.326159 0.13 -0.04 0.06 -0.11
H 2.041075 -1.520297 2.954031 0.29 0.10 -0.48 0.05
H 0.962118 -2.889909 3.448348 -0.13 -0.40 -0.38 0.05
H -1.011862 -1.554246 2.967442 -0.05 -0.17 0.01 0.10
H -0.502121 0.367603 1.366552 -0.12 0.07 -0.04 0.05
H 1.029163 0.620437 2.210885 0.07 0.07 0.02 0.08
H -0.511433 0.903280 3.044280 0.00 0.06 -0.05 0.08
N 0.212934 -2.288276 0.262072 1.14 0.00 0.86 -0.02
O -0.221449 -2.477832 -1.104293 0.88 -0.39 0.03 -0.15
H 0.476616 -1.301283 0.280575 -0.49 -0.05 -0.04 0.04
H 1.173070 -2.714802 0.561016 -1.98 0.09 -1.60 0.11
H -0.916603 -3.146256 -1.042320 0.17 0.13 0.23 0.09

---

(2)
41
Properties=species:S:1:pos:R:3:forces:R:3:lowdin_spin:R:1 method="wB97M-V/def2-TZVPD" s_squared=6.005 spin_multiplicity=5
C 3.790777 1.635690 -0.838744 -1.14 1.17 -0.72 0.00
C 3.529136 0.496858 -1.681001 -0.48 0.87 -0.59 -0.01
C 2.159270 0.582497 -2.130704 0.50 1.23 0.05 -0.01
H 4.226247 -0.325627 -1.894197 -0.38 0.72 0.13 0.00
C 1.583145 1.779154 -1.540833 0.10 -0.20 -0.80 0.00
C 2.575153 2.421981 -0.732506 0.68 -0.59 -1.00 0.00
H 2.463651 3.338646 -0.138212 0.01 -0.50 -0.42 0.00
H 4.716727 1.874096 -0.304459 -0.79 -0.05 -0.62 0.00
H 1.640387 -0.162505 -2.746180 0.21 0.46 0.18 0.00
H 0.534928 2.078807 -1.640388 0.41 -0.04 -0.03 0.00
C 2.484160 -1.539217 1.834907 0.81 0.87 0.99 -0.01
C 3.752959 -0.839945 1.713273 -1.46 -1.14 1.06 -0.01
C 3.579539 0.503966 2.180816 -0.68 -0.46 0.68 0.00
H 4.647120 -1.288079 1.272616 -0.72 0.28 0.63 0.00
C 2.213814 0.652681 2.632973 0.50 -1.16 0.16 0.00
C 1.546193 -0.620992 2.419143 0.17 0.27 0.55 -0.01
H 0.477892 -0.812582 2.562990 0.41 0.06 0.13 0.00
H 2.288004 -2.562104 1.488521 0.07 0.47 0.35 0.00
H 4.352522 1.284265 2.184752 -0.44 -0.64 -0.02 0.00
H 1.775085 1.575817 3.035128 0.16 -0.58 -0.16 0.00
Ho 2.045725 0.229701 0.242176 -0.82 -0.56 -0.10 4.05
O -1.659653 -0.372480 -0.429764 -1.20 -0.24 -1.47 0.00
C -1.933335 -1.089784 -1.684845 -0.97 1.61 0.91 0.00
C -2.893517 0.004130 -1.190052 3.08 -0.82 -1.00 0.00
H -1.256682 -0.828082 -2.514991 -0.32 -0.31 0.49 0.00
H -2.280024 -2.132035 -1.583039 0.37 0.59 0.03 0.00
H -2.805850 0.977485 -1.710010 0.00 -0.60 0.45 0.00
H -5.243969 0.994177 -1.959319 -0.20 -0.13 0.20 0.00
C -5.363292 0.275870 -1.146559 1.39 -0.28 0.13 0.00
C -4.186702 -0.329789 -0.629713 -1.86 -0.54 1.18 0.00
C -4.313514 -1.258070 0.432348 -0.07 0.57 -0.58 0.00
H -3.415471 -1.705716 0.860073 -0.25 0.12 -0.12 0.00
C -5.574915 -1.562670 0.944790 -0.15 0.13 -0.18 0.00
H -5.661088 -2.270811 1.768058 0.01 0.16 -0.19 0.00
C -6.724191 -0.965394 0.415041 0.36 0.13 -0.19 0.00
H -7.707936 -1.207413 0.817132 0.28 0.06 -0.09 0.00
C -6.604181 -0.042658 -0.635404 -0.29 -0.34 0.38 0.00
H -7.489059 0.432456 -1.050069 0.10 -0.10 0.09 0.00
O 7.064242 0.591975 1.055342 0.02 0.64 0.83 0.00
N 6.453749 0.075006 0.135729 1.58 -0.97 -1.30 0.00
O 5.212954 0.110694 0.185182 0.97 -0.17 -0.04 0.00

---

(3)
18
Properties=species:S:1:pos:R:3:forces:R:3:lowdin_charge:R:1 method="wB97M-V/def2-TZVPD" de_lowest_kcal_mol=101.56 smiles="C=C1S[C@@H](C)[C@@H]2C[C@@H]12" spin_multiplicity=1
C -2.291062 1.622449 -0.464979 0.75 0.48 2.49 0.01
C -1.083278 1.135128 -0.132542 -0.86 1.53 -0.97 -0.54
S -0.115421 1.128608 1.430061 -0.76 -0.14 -0.76 0.92
C 1.070976 -0.264959 0.799581 -1.74 0.88 -0.37 -0.52
C 1.242738 -1.154390 1.963832 -1.30 -4.20 1.55 -0.18
C 0.297168 -0.603908 -0.487470 -0.46 -4.26 4.74 -0.37
C 0.275485 -0.586544 -1.904476 -0.99 -0.43 -5.21 -0.04
C -0.067138 0.627169 -1.065357 0.07 1.67 -1.14 -0.34
H -2.920468 2.134018 0.268615 0.13 -0.51 0.07 0.06
H -2.667848 1.722968 -1.443833 0.11 -0.31 -1.19 0.04
H 1.935761 0.238770 0.509409 1.71 0.79 -0.29 0.08
H 1.638102 -2.235795 1.595556 -0.67 2.44 0.95 0.12
H 1.904476 -0.809372 2.836984 -1.01 -0.23 -1.57 0.09
H 0.126191 -1.371905 2.403491 2.85 0.37 -0.86 0.11
H -0.658887 -1.149134 -0.256165 1.01 0.29 0.59 0.17
H -0.596293 -1.147813 -2.409326 1.46 0.67 1.10 0.13
H 1.083259 -0.500993 -2.687427 -0.52 0.18 1.40 0.12
H 0.826241 1.215703 -0.955954 0.21 0.77 -0.56 0.12

---

(4)
154
Properties=species:S:1:pos:R:3:forces:R:3:lowdin_spin:R:1 method="wB97M-V/def2-TZVPD" s_squared=0.758 spin_multiplicity=2 charge=+1
C -0.356967 0.160028 -3.935582 -0.45 0.66 -0.79 0.00
C 0.701783 -0.903692 -4.056532 0.16 -0.78 -0.02 0.00
C 0.544353 -1.884012 -5.214282 -1.00 -0.19 0.43 0.00
O 1.967813 -0.374002 -4.229652 1.05 0.50 -0.54 0.00
H -0.077637 0.925388 -3.211482 0.09 -0.08 0.29 0.00
H -1.362427 -0.196672 -3.712142 0.03 -0.32 0.19 0.00
H -0.449777 0.682628 -4.887612 0.05 0.10 -0.17 0.00
H 0.740573 -1.425782 -3.100492 -0.40 -0.72 0.25 0.00
H 0.289863 -1.405122 -6.159802 0.28 0.33 0.05 0.00
H -0.304387 -2.534352 -5.002622 0.02 -0.31 0.00 0.00
H 1.448623 -2.479832 -5.338312 -0.10 0.08 0.08 0.00
H 2.144083 0.283068 -3.552322 0.21 0.56 0.07 0.00
C 0.517653 4.793768 0.934658 0.38 0.36 0.34 0.00
C 0.374023 3.723208 1.975678 0.24 -1.10 0.21 0.00
C 0.540663 4.230198 3.414478 -0.24 0.19 -0.68 0.00
O -0.876797 3.068898 1.775228 -1.10 0.01 1.78 0.00
H 1.387913 5.381808 1.226108 0.11 0.24 -0.48 0.00
H -0.362947 5.435928 0.951808 0.07 0.10 0.00 0.00
H 0.624393 4.385598 -0.070382 0.04 0.08 0.07 0.00
H 1.084963 2.906338 1.851588 0.81 0.14 -0.25 0.00
H -0.244167 4.968978 3.576808 -0.01 -0.04 0.46 0.00
H 1.506573 4.724258 3.519468 0.01 0.21 -0.27 0.00
H 0.573453 3.453408 4.178438 -0.58 0.00 -0.19 0.00
H -0.884667 2.608118 0.933078 0.43 0.29 -0.49 0.00
C 2.122223 -4.621392 2.086888 0.11 -0.28 0.30 0.02
C 3.108993 -3.428082 2.289318 0.54 0.13 -1.98 0.03
C 3.904093 -2.946532 1.051238 0.44 -1.29 -0.21 0.01
O 2.385423 -2.323452 2.690068 -1.20 0.88 1.98 0.20
H 2.520703 -5.583582 1.765168 0.69 0.21 0.09 0.00
H 1.324483 -4.447402 1.364778 0.10 0.71 -0.21 0.00
H 1.618443 -4.822512 3.032328 0.06 0.11 0.17 0.00
H 3.806153 -3.577542 3.113768 -0.09 -0.54 0.11 0.01
H 3.290193 -2.480512 0.280498 -0.46 -0.24 -0.04 0.00
H 4.405193 -3.809262 0.612268 -0.05 -0.03 -0.29 0.00
H 4.702163 -2.223632 1.220358 -0.17 0.02 0.74 0.00
H 1.891933 -1.932122 1.965548 -0.15 0.50 -0.94 0.00
C -4.164477 4.155958 -4.106772 0.12 -0.37 0.51 0.00
C -3.247637 4.354108 -5.307192 -0.41 -1.00 2.20 0.00
C -2.579827 2.992508 -5.579852 -0.30 0.78 -1.14 0.00
O -4.095737 4.804918 -6.310802 0.17 -0.12 -1.80 0.00
H -3.636577 3.815408 -3.216022 0.16 0.33 0.20 0.00
H -4.850707 3.341478 -4.338732 -0.27 0.14 -0.16 0.00
H -4.727727 5.066048 -3.900452 -0.01 -0.06 0.21 0.00
H -2.487047 5.087698 -5.039872 0.25 0.13 -0.22 0.00
H -2.148847 2.575178 -4.669802 0.21 0.26 -0.06 0.00
H -1.845377 3.124818 -6.374312 0.34 -0.22 0.18 0.00
H -3.288617 2.258468 -5.963132 -0.29 0.11 0.07 0.00
H -4.380377 5.701158 -6.117582 0.05 0.02 0.06 0.00
O 0.355313 4.092878 -2.675272 0.03 0.36 0.11 0.00
H 0.032643 3.249578 -2.357532 0.02 -0.36 0.15 0.00
H 0.737053 3.896838 -3.530882 -0.15 0.15 -0.36 0.00
O -1.637107 -0.807452 3.241308 0.18 -0.18 -0.40 0.00
H -1.588797 0.131968 3.418468 0.13 0.54 0.22 0.00
H -2.550417 -0.959172 2.998268 -0.42 -0.17 -0.01 0.00
O 2.409513 1.887838 -2.821962 -0.96 -0.40 -0.57 0.00
H 3.088753 2.187578 -2.217802 0.91 0.07 0.51 0.00
H 2.182883 2.664878 -3.332922 0.08 -0.04 -0.19 0.00
O -2.770347 4.897638 0.699738 0.19 0.47 -0.45 0.00
H -2.183147 4.416788 1.283008 0.31 -0.33 0.30 0.00
H -3.649337 4.661258 0.995938 -0.42 -0.09 0.02 0.00
O -5.179167 3.634828 1.246398 -0.06 -0.07 0.14 0.00
H -5.190807 2.686918 1.113848 0.03 -0.22 -0.03 0.00
H -6.069217 3.917478 1.036258 -0.27 0.21 -0.04 0.00
O 0.036143 -2.448652 4.885778 0.00 -0.29 0.31 0.00
H 0.648573 -2.730882 4.206428 0.41 -0.01 -0.14 0.00
H -0.630447 -1.948292 4.415128 -0.27 0.24 -0.05 0.00
O -1.862487 -2.779482 -0.213642 1.86 1.20 -0.10 0.04
H -2.779897 -2.572762 -0.392092 -1.14 0.09 -0.20 0.00
H -1.896837 -3.505092 0.409698 -0.14 -0.94 0.28 0.00
C -4.181197 -1.080772 -2.384082 -0.40 -0.98 -0.72 0.00
C -5.201937 -1.999602 -1.695642 -1.31 1.14 0.34 0.00
C -6.398007 -2.555172 -2.527022 -0.10 -0.38 -0.71 0.00
O -7.210747 -1.558222 -3.147142 0.81 -0.15 0.11 0.00
C -8.231197 -2.047802 -4.024222 -0.13 0.71 0.56 0.00
N -4.495937 -2.995732 -0.909942 -0.09 -0.70 -0.23 0.00
H -3.505677 -0.635172 -1.653862 -0.26 0.29 0.01 0.00
H -4.647027 -0.374542 -3.071352 -0.11 0.32 0.46 0.00
H -3.552577 -1.678422 -3.044202 0.19 -0.28 -0.03 0.00
H -5.723807 -1.435962 -0.922312 0.05 0.58 0.00 0.00
H -7.046127 -3.177642 -1.910112 -0.01 0.05 0.72 0.00
H -6.051057 -3.284072 -3.259432 0.40 0.07 -0.58 0.00
H -7.886697 -2.827962 -4.703022 0.11 0.04 -0.01 0.00
H -8.606987 -1.175572 -4.559102 0.41 -0.06 -0.33 0.00
H -9.118967 -2.366802 -3.478142 0.14 -0.54 0.34 0.00
H -4.090137 -3.711992 -1.495082 0.27 -0.12 -0.46 0.00
H -5.150027 -3.519212 -0.345802 -0.18 0.08 0.37 0.00
C 5.547093 0.073658 -1.358762 -0.96 0.34 -1.11 0.00
C 6.201673 1.472388 -1.423902 -0.43 -0.94 2.05 0.00
C 5.424653 2.533798 -0.548372 -0.13 -0.20 -2.54 0.00
O 4.129893 2.835678 -1.187062 2.86 -1.44 0.61 0.00
C 3.382833 3.715178 -0.452402 -0.95 0.94 0.32 0.00
N 7.483333 1.357128 -0.764922 1.19 0.27 0.42 0.00
H 6.069533 -0.608132 -2.029822 0.14 0.02 -0.03 0.00
H 4.525163 0.117808 -1.735342 -0.24 -0.09 -0.08 0.00
H 5.504523 -0.420962 -0.388382 0.25 0.48 0.33 0.00
H 6.423613 1.717868 -2.462452 -0.61 0.54 0.08 0.00
H 5.981513 3.469228 -0.493742 0.14 0.02 -0.16 0.00
H 5.342553 2.168528 0.475308 -0.53 -0.27 0.06 0.00
H 2.511673 3.895158 -1.082312 -0.31 0.26 0.50 0.00
H 3.886953 4.664568 -0.271762 0.18 0.17 -0.06 0.00
H 3.127773 3.290408 0.518488 -0.34 -0.02 0.20 0.00
H 7.352283 1.001588 0.171308 -0.17 0.19 0.41 0.00
H 8.025853 0.610478 -1.175152 0.22 0.07 -0.49 0.00
C 1.527913 0.296438 -0.197192 1.04 0.69 -0.36 0.02
C 0.317853 0.067738 0.667498 1.26 0.18 0.48 0.06
C -0.977067 0.515498 -0.082312 0.53 0.08 -1.73 0.05
O -0.781817 1.863068 -0.598152 0.56 -0.49 1.79 0.01
C -1.971147 2.340048 -1.175232 -1.45 -0.28 -0.92 0.00
N 0.283413 -1.355212 1.068518 -2.31 2.40 -1.02 0.50
H 2.427543 -0.100352 0.273258 -0.05 -0.40 -0.02 0.00
H 1.771723 1.355268 -0.284022 -0.45 0.11 -0.07 0.00
H 1.424963 -0.073332 -1.217372 -0.05 -0.22 0.09 0.00
H 0.414463 0.648538 1.584798 -0.14 0.13 0.05 0.00
H -1.856787 0.342068 0.537458 -0.15 0.59 0.11 0.00
H -1.097197 -0.010622 -1.029342 -0.02 -1.01 0.28 0.00
H -2.823777 2.170468 -0.517682 -0.09 0.00 0.10 0.00
H -2.135687 1.801888 -2.108722 -0.21 -0.24 -0.16 0.00
H -2.002747 3.398638 -1.433082 0.78 0.09 0.51 0.00
H -0.419427 -1.390422 1.792998 0.09 -0.60 1.57 0.01
H -0.189087 -1.811342 0.301198 0.32 -1.79 -1.02 0.01
C -0.144777 -6.548522 -0.412132 0.00 -1.07 1.12 0.00
C -0.760987 -6.842282 0.973198 0.38 1.20 -0.14 0.00
C -2.220737 -6.335682 1.094738 0.42 0.15 0.14 0.00
O -2.221277 -4.900482 1.338428 0.14 -0.81 -0.26 0.00
C -2.049717 -4.527032 2.694038 -0.84 -0.06 0.30 0.00
N -0.553567 -8.231772 1.368748 -0.92 0.44 -0.49 0.00
H 0.865163 -6.957922 -0.435202 0.23 0.34 0.27 0.00
H -0.124067 -5.464522 -0.524402 -0.24 -0.18 -0.77 0.00
H -0.636377 -7.177592 -1.154232 -0.45 0.71 -0.42 0.00
H -0.226217 -6.174122 1.648238 0.23 -0.23 0.37 0.00
H -2.733087 -6.898772 1.874838 0.05 0.35 0.64 0.00
H -2.853497 -6.544562 0.232138 0.30 0.38 -0.44 0.00
H -3.016797 -4.659952 3.178998 0.07 -0.24 0.45 0.00
H -1.844177 -3.459862 2.777728 0.25 0.01 -0.38 0.00
H -1.267157 -5.068932 3.225118 0.02 -0.12 -0.10 0.00
H -1.324417 -8.654922 0.871928 0.10 -1.12 -0.44 0.00
H -0.875807 -8.349312 2.318718 0.26 0.07 0.54 0.00
C 5.331093 1.209208 6.394088 -0.28 -1.30 -1.33 0.00
C 4.620853 2.327298 5.634798 0.62 -0.21 0.37 0.00
C 3.101023 2.196528 5.529148 1.24 -0.64 -0.04 0.00
O 2.884893 1.151828 4.567608 -0.30 0.66 0.74 0.00
C 1.546923 0.744038 4.433428 0.22 -0.07 -0.99 0.00
N 4.959333 3.529498 6.324588 -0.44 1.27 0.36 0.00
H 4.856333 0.298988 6.027738 -0.14 -0.42 0.58 0.00
H 5.355423 1.272508 7.481978 -0.53 0.24 -0.13 0.00
H 6.359873 1.041998 6.075108 0.20 0.55 -0.10 0.00
H 5.006143 2.433328 4.620688 -0.03 -0.76 -0.44 0.00
H 2.689903 3.158708 5.223688 -0.24 0.02 -0.29 0.00
H 2.739643 1.977828 6.533978 -0.46 -0.36 -0.01 0.00
H 1.573843 -0.026002 3.662438 0.02 -0.64 0.41 0.00
H 0.933953 1.494928 3.934918 -0.22 0.58 0.41 0.00
H 1.087023 0.394268 5.357698 0.04 -0.09 0.01 0.00
H 5.966273 3.606638 6.309328 0.13 0.31 0.17 0.00
H 4.582223 4.271948 5.753058 0.22 0.71 0.22 0.00

---

These records have E values of -482.02611 -1925.00341 -670.74171 -2756.94105 a.u., in the order they appear.